16
Properties=species:S:1:pos:R:3 method="wB97M-V/def2-TZVPD" de_lowest_kcal_mol=91.0 total_charge=0 homo_ha=-0.299 homo_lumo_gap_ev=8.190 multiplicity=1
C -0.338 0.610 -1.770
C -0.806 0.126 -0.596
C -1.105 0.281 2.133
C -0.381 0.624 0.755
N 1.059 0.766 -2.051
N 1.079 -1.578 -0.615
P 1.834 -0.519 -1.514
H -0.763 0.373 -2.706
H -1.870 -0.222 -0.593
H -0.651 0.957 2.785
H -0.797 -0.647 2.425
H -2.169 0.304 2.253
H 0.644 0.239 0.895
H -0.308 1.641 0.623
H 1.478 -2.429 -0.349
H 3.095 -0.525 -1.673

=====

59
Properties=species:S:1:pos:R:3 method="wB97M-V/def2-TZVPD" total_charge=+3 homo_ha="-0.582 / -0.582" homo_lumo_gap_ev="6.665 / 6.504" multiplicity=2
Yb 1.184 1.419 0.486
O 1.155 3.022 -1.121
C 1.997 2.507 -2.174
C 1.707 2.919 -3.471
C 2.475 2.475 -4.533
C 3.552 1.636 -4.293
C 3.853 1.252 -3.000
C 3.087 1.671 -1.909
C 3.544 1.237 -0.505
O 2.970 1.935 0.505
N 3.192 -0.252 -0.378
N 2.298 -0.480 0.629
C 2.393 -1.441 1.497
C 1.507 -1.542 2.594
Br 0.431 0.197 2.823
C 1.201 -2.534 3.464
C 1.569 -3.921 3.458
C 0.581 -4.780 3.986
C 0.660 -6.141 3.800
C 1.769 -6.690 3.168
C 2.818 -5.866 2.766
C 2.723 -4.496 2.899
H 1.318 3.986 -1.127
H 0.896 3.615 -3.635
H 2.241 2.792 -5.536
H 4.172 1.306 -5.111
H 4.717 0.634 -2.820
H 4.647 1.315 -0.459
H 4.012 -0.864 -0.377
H 3.143 -2.228 1.401
H 0.451 -2.305 4.213
H -0.277 -4.352 4.479
H -0.148 -6.771 4.135
H 1.822 -7.754 3.004
H 3.700 -6.308 2.329
H 3.564 -3.874 2.635
C -4.723 1.637 0.487
N -4.191 2.866 -0.261
C -4.286 2.549 -1.755
N -3.571 1.365 -2.044
C -4.110 0.227 -1.317
N -4.011 0.479 0.110
C -2.669 0.436 0.625
P -1.604 1.779 -0.148
C -2.805 3.206 0.139
C -2.142 1.485 -1.929
H -5.778 1.522 0.226
H -4.635 1.811 1.563
H -4.802 3.663 -0.047
H -3.881 3.392 -2.322
H -5.345 2.419 -2.000
H -3.560 -0.678 -1.579
H -5.157 0.081 -1.589
H -2.227 -0.544 0.407
H -2.702 0.546 1.715
H -2.471 4.074 -0.447
H -2.794 3.492 1.198
H -1.681 0.565 -2.301
H -1.783 2.310 -2.555

=====

16
Properties=species:S:1:pos:R:3 method="wB97M-V/def2-TZVPD" total_charge=0 homo_ha="-0.244 / -0.331" homo_lumo_gap_ev="6.332 / 6.433" multiplicity=3
C -1.668 0.652 1.237
C 1.722 0.523 -0.743
C 1.153 -0.599 -1.280
C 1.328 0.931 0.524
C 0.606 -1.584 -0.480
C 0.485 0.112 1.366
C 0.135 -1.138 0.752
C -2.567 0.884 0.208
N -0.701 0.551 2.032
F -2.972 -0.118 -0.569
Cl -2.264 2.328 -0.793
Br -0.852 -2.433 1.823
H 2.363 1.181 -1.334
H 1.296 -0.811 -2.347
H 1.560 2.034 0.561
H 0.377 -2.512 -0.958

=====

13
Properties=species:S:1:pos:R:3 method="wB97M-V/def2-TZVPD" de_lowest_kcal_mol=50.2 total_charge=0 homo_ha="-0.132 / -0.368" homo_lumo_gap_ev="4.207 / 10.473" multiplicity=2
O -0.103 2.837 0.393
H -0.507 3.495 0.975
H -0.083 3.412 -0.497
H -0.948 0.303 -0.748
C 0.930 -0.070 1.055
S -0.476 -0.767 0.001
C 0.076 -1.829 -1.351
H 1.304 -0.862 1.748
H 0.606 0.858 1.666
H 1.682 0.346 0.332
H 1.013 -2.314 -1.057
H -0.678 -2.706 -1.367
H 0.025 -1.563 -2.438

=====

19
Properties=species:S:1:pos:R:3 method="wB97M-V/def2-TZVPD" de_lowest_kcal_mol=33.9 total_charge=0 homo_ha=-0.367 homo_lumo_gap_ev=10.477 multiplicity=1
C -0.648 -2.091 1.722
N -0.656 -0.683 1.318
C 0.377 -0.058 0.737
O 1.405 -0.680 0.474
C 0.345 1.443 0.628
C -0.482 2.029 -0.503
O 0.392 2.325 -1.631
H -1.087 -2.756 0.968
H 0.377 -2.444 1.740
H -1.200 -2.130 2.647
H -1.416 -0.183 1.726
H 1.353 1.840 0.627
H -0.016 1.857 1.582
H -0.813 3.050 -0.314
H -1.334 1.479 -0.901
H 0.668 1.514 -2.112
O 1.091 -1.821 -3.093
H 1.106 -1.575 -2.169
H 0.539 -1.116 -3.448

=====

10
Properties=species:S:1:pos:R:3 method="wB97M-V/def2-TZVPD" total_charge=0 homo_ha="-0.163 / -0.353" homo_lumo_gap_ev="4.894 / 6.852" multiplicity=3
C 0.601 1.020 -0.146
C -0.086 -0.750 -0.871
N -0.083 1.345 0.957
O 1.366 1.548 -0.841
S 0.584 -2.025 0.063
Br -1.991 -0.441 -1.002
H 0.459 -0.689 -1.770
H -0.621 0.676 1.392
H 0.155 2.040 1.579
H -0.384 -2.724 0.640

=====

21
Properties=species:S:1:pos:R:3 method="wB97M-V/def2-TZVPD" de_lowest_kcal_mol=0.7 total_charge=0 homo_ha=-0.357 homo_lumo_gap_ev=9.717 multiplicity=1
C 1.226 2.263 0.915
O 0.775 1.618 -0.347
P 0.509 0.053 -0.272
O 1.902 -0.637 -0.293
C 2.487 -1.369 0.784
N -0.369 -0.308 1.031
C -1.681 -0.501 0.768
O -2.582 -0.602 1.537
C -2.120 -0.410 -0.804
Br -3.345 1.181 -0.640
C -2.884 -1.479 -1.432
N -3.454 -2.243 -2.110
C -0.849 -0.126 -1.642
H 1.030 1.510 1.624
H 0.686 3.209 1.049
H 2.243 2.384 0.841
H 1.860 -1.164 1.790
H 3.494 -1.004 0.979
H 2.609 -2.378 0.542
H -0.595 -0.883 -2.347
H -0.944 0.885 -1.973

=====

173
Properties=species:S:1:pos:R:3 method="wB97M-V/def2-TZVPD" total_charge=+1 homo_ha="-0.347 / -0.347" homo_lumo_gap_ev="5.650 / 6.516" multiplicity=3
V 1.079 3.108 -2.174
As 5.355 2.449 1.012
F 6.832 2.767 2.072
F 4.150 3.308 2.005
F 4.045 2.068 -0.139
F 6.485 1.543 -0.046
F 4.988 0.898 1.893
F 5.532 3.968 0.038
C 0.204 -0.527 0.216
C 0.376 0.973 0.495
C 1.495 1.247 1.584
O 0.644 1.723 -0.651
H 1.174 -0.966 -0.018
H -0.549 -0.866 -0.496
H 0.012 -1.132 1.102
H -0.569 1.236 0.970
H 1.839 2.278 1.670
H 2.433 0.704 1.465
H 1.148 0.999 2.587
C 4.053 -1.360 3.866
O 3.753 -2.666 4.426
C 2.367 -2.869 4.183
C 1.890 -4.241 4.693
N 2.458 -5.326 3.872
C 2.043 -6.594 4.468
C 2.548 -7.610 3.424
O 3.940 -7.700 3.249
C 4.362 -9.020 2.664
H 5.134 -1.233 3.909
H 3.630 -0.685 4.611
H 3.682 -1.110 2.872
H 2.236 -2.809 3.103
H 1.665 -2.175 4.646
H 0.812 -4.395 4.743
H 2.183 -4.341 5.738
H 3.468 -5.356 3.894
H 0.968 -6.748 4.551
H 2.604 -6.787 5.383
H 1.893 -7.555 2.554
H 2.314 -8.521 3.975
H 5.283 -8.886 2.096
H 3.803 -9.406 1.811
H 4.641 -9.769 3.404
C -3.554 8.040 1.033
O -4.455 7.095 1.602
C -3.988 5.689 1.462
C -2.746 5.386 2.439
N -2.188 4.084 2.285
C -1.264 3.710 3.352
C -1.923 3.284 4.745
O -3.014 2.428 4.417
C -2.802 0.979 4.177
H -2.594 7.919 1.535
H -3.903 9.060 1.196
H -3.412 7.892 -0.038
H -3.716 5.556 0.415
H -4.875 5.099 1.689
H -3.006 5.618 3.472
H -1.880 5.992 2.172
H -2.868 3.345 2.391
H -0.560 4.513 3.567
H -0.807 2.834 2.892
H -2.277 4.239 5.135
H -1.146 2.917 5.415
H -3.679 0.421 3.849
H -2.377 0.491 5.055
H -2.016 0.774 3.450
C -3.893 -9.854 -0.331
O -3.033 -8.803 -0.927
C -3.859 -7.700 -1.322
C -3.067 -6.504 -1.827
N -2.007 -6.123 -0.889
C -1.479 -4.832 -1.416
C -0.460 -4.268 -0.472
O 0.364 -5.278 0.102
C 1.177 -4.887 1.195
H -4.560 -9.534 0.469
H -3.227 -10.662 -0.028
H -4.486 -10.268 -1.147
H -4.535 -7.400 -0.522
H -4.530 -8.069 -2.097
H -3.817 -5.739 -2.029
H -2.780 -6.620 -2.872
H -2.483 -5.697 -0.108
H -2.282 -4.130 -1.640
H -0.795 -4.896 -2.262
H -0.974 -3.713 0.313
H 0.175 -3.524 -0.953
H 1.910 -5.676 1.361
H 0.599 -4.515 2.041
H 1.780 -4.023 0.915
C 2.587 -0.041 -2.891
O 2.655 1.422 -2.855
C 3.883 1.913 -3.305
C 3.998 3.514 -3.151
N 3.104 3.817 -2.015
C 3.320 5.195 -1.558
C 2.308 5.487 -0.424
O 1.087 4.729 -0.664
C 0.334 4.845 0.529
H 3.465 -0.543 -2.484
H 2.482 -0.378 -3.922
H 1.725 -0.381 -2.317
H 4.048 1.467 -4.286
H 4.569 1.436 -2.605
H 3.739 4.025 -4.079
H 5.011 3.865 -2.958
H 3.624 3.304 -1.319
H 3.174 5.864 -2.406
H 4.386 5.236 -1.336
H 1.848 6.474 -0.378
H 2.868 5.356 0.502
H -0.590 4.266 0.504
H -0.004 5.826 0.864
H 0.849 4.649 1.470
C -3.203 -2.849 -4.009
O -2.871 -2.251 -2.732
C -3.922 -1.415 -2.125
C -3.321 -0.843 -0.810
N -4.469 -0.173 -0.090
C -4.005 0.889 0.812
C -5.284 1.542 1.343
O -6.090 2.064 0.336
C -7.203 2.862 0.646
H -3.598 -2.106 -4.702
H -3.954 -3.630 -3.892
H -2.396 -3.429 -4.455
H -4.760 -1.983 -1.722
H -4.352 -0.658 -2.781
H -2.507 -0.157 -1.045
H -2.946 -1.630 -0.156
H -5.084 0.278 -0.752
H -3.373 1.652 0.356
H -3.443 0.495 1.659
H -4.972 2.321 2.038
H -5.755 0.683 1.821
H -6.860 3.806 1.070
H -7.762 2.437 1.479
H -7.830 3.027 -0.230
C -0.372 0.634 -3.981
O 0.357 1.960 -3.854
C 0.297 2.598 -5.156
C 1.013 3.943 -5.151
N 1.176 4.588 -3.841
C 0.099 5.631 -3.536
C -1.231 4.901 -3.153
O -0.874 3.820 -2.256
C -2.185 3.374 -1.743
H 0.064 -0.057 -4.702
H -1.418 0.867 -4.178
H -0.387 0.037 -3.069
H -0.762 2.808 -5.303
H 0.652 1.966 -5.970
H 0.510 4.617 -5.846
H 2.022 3.700 -5.485
H 1.957 5.191 -4.061
H -0.128 6.273 -4.387
H 0.391 6.234 -2.676
H -1.686 4.577 -4.089
H -1.996 5.621 -2.863
H -2.352 3.905 -0.805
H -2.191 2.295 -1.588
H -3.076 3.514 -2.354
N 5.527 -0.918 -0.662
C 5.815 -1.879 -1.580
C 4.845 -2.807 -1.695
C 3.867 -2.517 -0.754
C 4.270 -1.334 -0.183
H 5.901 -0.004 -0.447
H 6.700 -1.786 -2.192
H 4.904 -3.560 -2.468
H 2.872 -2.903 -0.587
H 3.817 -0.832 0.659

=====

| no. | F_max (eV/Å) |
| --- | --- |
| 1 | 6.54 |
| 2 | 3.61 |
| 3 | 3.95 |
| 4 | 3.87 |
| 5 | 2.47 |
| 6 | 3.81 |
| 7 | 3.99 |
| 8 | 4.01 |